No. 1
Molecular formula: C26H30NSSn
Method: DFT, ωB97M-V/def2-TZVPD

```
59
Properties=species:S:1:pos:R:3:lowdin_charge:R:1
C -1.076 2.810 -2.717 -0.5693
C -2.600 3.000 -2.695 -0.0966
C -0.353 4.111 -2.392 -0.0836
C -0.626 2.271 -4.085 -0.1037
H -0.495 4.811 -3.235 0.1211
H 0.727 3.973 -2.258 0.0651
H -0.727 4.600 -1.485 0.0597
H -2.889 3.581 -3.587 0.1100
H -2.959 3.554 -1.817 0.0796
H -3.150 2.051 -2.746 0.0892
H -1.149 2.835 -4.876 0.1065
H -0.881 1.213 -4.231 0.0849
H 0.450 2.391 -4.263 0.0825
C -0.498 1.750 1.976 -0.1933
C -0.077 2.996 1.438 -0.1649
C -1.187 3.591 0.780 -0.2050
H 0.900 3.455 1.579 0.0972
C -2.289 2.685 0.857 -0.2025
C -1.866 1.547 1.609 -0.2102
H -2.493 0.717 1.932 0.0829
H 0.082 1.120 2.644 0.0678
H -1.228 4.613 0.403 0.0922
H -3.299 2.871 0.488 0.0927
C 2.049 -0.115 -1.353 -0.2021
C 2.298 0.695 -0.205 -0.1573
C 2.438 2.042 -0.633 -0.1553
H 2.449 0.312 0.804 0.0933
C 2.312 2.067 -2.052 -0.2101
C 2.058 0.736 -2.502 -0.1974
H 1.980 0.426 -3.544 0.0966
H 1.949 -1.198 -1.356 0.0812
H 2.688 2.886 0.006 0.0997
H 2.502 2.931 -2.689 0.0990
Sn -0.563 1.203 -1.154 1.6592
N -0.589 -0.998 -0.336 -0.4187
S -0.638 -1.496 1.209 1.0627
C -1.315 -3.151 1.225 -0.3854
C -1.050 -4.070 0.207 -0.0879
C -1.465 -5.400 0.364 -0.0496
C -2.159 -5.787 1.516 -0.0487
C -2.458 -4.849 2.516 -0.0495
C -2.046 -3.525 2.367 -0.0672
C 1.029 -1.833 1.818 -0.3816
C 1.418 -1.271 3.047 -0.0842
C 2.728 -1.447 3.492 -0.0549
C 3.627 -2.208 2.736 -0.0513
C 3.207 -2.829 1.557 -0.0481
C 1.890 -2.670 1.112 -0.0817
H -1.028 -1.713 -0.913 0.0050
H -0.501 -3.762 -0.685 0.1052
H -1.238 -6.137 -0.407 0.1170
H -2.471 -6.819 1.646 0.1142
H -3.000 -5.143 3.414 0.1175
H -2.246 -2.770 3.129 0.1161
H 0.694 -0.695 3.621 0.1052
H 3.044 -0.997 4.434 0.1181
H 4.653 -2.337 3.088 0.1176
H 3.901 -3.448 0.989 0.1172
H 1.537 -3.177 0.215 0.1042
```

Computed properties:
- Charge: +1
- HOMO-LUMO gap (spin up / spin down): 4.617 / 4.600 eV
- Spin multiplicity: 1
- E_tot: -45592.8224 eV
- Maximum force: 4.0 eV/A
- HOMO level (spin up / spin down): -10.126 / -10.119 eV

No. 2
Molecular formula: C26H31BrCdN4O7PS
Method: DFT, ωB97M-V/def2-TZVPD

```
72
Properties=species:S:1:pos:R:3:lowdin_charge:R:1
Cd 0.145 0.243 -0.673 1.4348
N -1.412 -0.558 1.251 -0.0142
C -1.177 0.584 2.146 -0.1877
C -1.416 1.897 1.374 -0.6149
O -2.218 2.734 1.822 -0.0387
N -0.693 1.978 0.265 -0.1041
C -0.986 3.062 -0.648 -0.1808
C -0.750 2.674 -2.131 -0.7028
O -0.944 3.561 -2.974 -0.0441
O -0.340 1.496 -2.394 -0.1858
H -2.359 -0.900 1.356 0.0789
H -0.782 -1.329 1.421 0.0111
H -0.138 0.581 2.470 0.0874
H -1.817 0.572 3.034 0.1088
H -0.346 3.932 -0.448 0.1112
H -2.024 3.395 -0.532 0.1114
Br -7.661 0.815 -2.176 0.6981
C -5.852 0.251 -2.023 -0.6929
C -5.060 0.759 -1.006 -0.1067
C -3.746 0.344 -0.896 0.0042
C -3.225 -0.602 -1.780 -0.2574
C -4.037 -1.074 -2.818 -0.0223
C -5.346 -0.645 -2.947 -0.1347
N -1.904 -1.021 -1.671 0.0715
C -1.561 -2.219 -1.884 -0.0881
C -0.158 -2.629 -1.926 -0.2704
C 0.161 -3.971 -2.075 -0.0231
C 1.493 -4.350 -2.050 -0.0533
C 2.455 -3.369 -1.910 -0.0327
C 2.050 -2.043 -1.800 -0.1447
N 0.777 -1.680 -1.811 0.0557
H -5.458 1.484 -0.310 0.1075
H -3.111 0.741 -0.118 0.0893
H -3.618 -1.758 -3.545 0.1093
H -5.962 -1.007 -3.759 0.0968
H -2.295 -3.022 -2.030 0.1300
H -0.629 -4.702 -2.184 0.1083
H 1.771 -5.393 -2.126 0.1063
H 3.506 -3.612 -1.861 0.1114
H 2.768 -1.243 -1.708 0.0855
C -0.166 -0.402 6.972 -0.0575
C 0.489 -0.841 5.691 -0.2825
C 1.512 -0.099 5.112 -0.0420
C 1.996 -0.417 3.852 -0.0638
C 1.477 -1.505 3.172 -0.2757
C 0.508 -2.296 3.768 -0.0655
C 0.017 -1.967 5.021 -0.0424
S 1.850 -1.757 1.426 0.4384
O 0.790 -2.654 0.980 -0.3550
O 3.178 -2.324 1.333 -0.3211
O 1.772 -0.395 0.848 -0.4349
H 0.433 0.338 7.501 0.0708
H -0.346 -1.246 7.638 0.0737
H -1.130 0.061 6.748 0.0832
H 1.902 0.763 5.639 0.1084
H 2.751 0.191 3.370 0.1185
H 0.130 -3.142 3.212 0.1081
H -0.765 -2.563 5.477 0.1100
C 4.784 2.192 -3.069 -0.1882
P 3.006 2.070 -2.618 0.5399
C 2.910 2.821 -0.963 -0.1600
C 2.168 3.138 -3.818 -0.1607
O 2.567 0.656 -2.639 -0.3904
H 5.204 3.185 -2.911 0.0400
H 4.901 1.918 -4.117 0.0411
H 5.320 1.467 -2.456 0.0426
H 3.197 3.871 -0.971 0.0502
H 3.572 2.257 -0.306 0.0523
H 1.889 2.701 -0.597 0.0215
H 2.618 4.130 -3.851 0.0508
H 1.105 3.222 -3.582 0.0161
H 2.262 2.649 -4.788 0.0561
```

Computed properties:
- Charge: -1
- HOMO-LUMO gap: 6.833 eV
- Spin multiplicity: 1
- ΔE to the lowest compared entry with this formula, charge and spin: 10.6 kcal/mol
- E_tot: -142495.0042 eV
- Maximum force: 1.0 eV/A
- HOMO level: -5.009 eV

No. 3
Molecular formula: C26H31BrCrIN8O3S3
Method: DFT, ωB97M-V/def2-TZVPD

```
74
Properties=species:S:1:pos:R:3:lowdin_charge:R:1
Cr 0.313 -0.294 -0.090 0.6336
C -2.613 -0.656 2.260 -0.0387
C -2.739 -0.704 0.775 -0.6426
N -1.778 -0.504 -0.104 -0.0901
C -2.244 -0.647 -1.411 -0.3562
C -3.552 -0.956 -1.506 -0.2790
S -4.236 -1.070 0.053 1.1673
C -1.295 -0.373 -2.481 -0.3427
C -1.531 -0.167 -3.792 -0.2799
S -0.125 0.446 -4.539 1.1911
C 0.732 0.390 -3.073 -0.5843
N 0.006 -0.099 -2.086 -0.0458
C 2.131 0.897 -2.978 -0.0319
H -1.575 -0.737 2.549 0.0406
H -3.162 -1.477 2.719 0.0998
H -3.014 0.281 2.651 0.0933
H -4.143 -1.106 -2.397 0.1022
H -2.461 -0.274 -4.330 0.1009
H 2.303 1.664 -3.730 0.0997
H 2.848 0.094 -3.147 0.0813
H 2.302 1.332 -1.996 0.0834
N -4.193 5.081 3.577 0.1421
C -3.324 4.555 2.677 -0.2964
C -3.629 3.366 1.989 -0.0189
C -2.735 2.839 1.082 -0.0692
C -1.511 3.471 0.856 -0.3089
C -1.208 4.666 1.512 -0.0582
C -2.104 5.203 2.400 -0.0054
S -0.445 2.807 -0.347 0.6804
O -1.274 2.080 -1.268 -0.2850
O 0.473 3.791 -0.830 -0.2530
N 0.562 1.564 0.355 -0.1383
C 1.611 2.083 1.188 -0.4477
N 2.773 1.434 1.187 0.0988
C 3.759 1.906 1.954 -0.0669
C 3.602 3.036 2.722 -0.0049
C 2.362 3.652 2.638 -0.0583
N 1.382 3.180 1.880 0.1497
H -5.112 4.696 3.690 0.1094
H -4.019 5.981 3.986 0.1114
H -4.598 2.900 2.136 0.1173
H -2.998 1.968 0.494 0.0964
H -0.284 5.180 1.280 0.1151
H -1.888 6.149 2.884 0.1222
H 4.693 1.357 1.933 0.1288
H 4.399 3.425 3.338 0.1197
H 2.142 4.557 3.197 0.1296
Br 1.498 -6.137 0.856 0.7685
C 0.800 -5.917 -0.880 -0.7434
C 0.980 -6.940 -1.802 -0.1036
C 0.502 -6.805 -3.096 -0.0445
C -0.158 -5.650 -3.488 -0.0566
C -0.351 -4.622 -2.578 -0.1424
C 0.128 -4.773 -1.287 -0.6734
I -0.245 -3.214 0.074 1.2636
H 1.499 -7.838 -1.496 0.1134
H 0.650 -7.612 -3.802 0.1223
H -0.531 -5.545 -4.499 0.1179
H -0.872 -3.719 -2.869 0.0952
N 0.735 0.200 3.035 0.0125
N 0.789 -0.836 2.043 -0.1144
H 0.996 -0.169 3.942 0.1079
H -0.200 0.578 3.087 0.0753
H 1.770 -1.056 1.905 0.0885
H 0.362 -1.697 2.379 0.0408
C 2.782 -2.440 -1.965 -0.0654
C 3.339 -1.440 -0.982 -0.2260
O 2.316 -0.671 -0.289 -0.2642
H 3.581 -2.771 -2.630 0.1044
H 1.993 -1.998 -2.576 0.0675
H 2.389 -3.317 -1.463 0.0429
H 3.983 -0.725 -1.493 0.1167
H 3.941 -1.947 -0.229 0.1304
H 2.724 0.095 0.254 0.0544
```

Computed properties:
- Charge: +2
- HOMO-LUMO gap (spin up / spin down): 5.390 / 6.354 eV
- Spin multiplicity: 2
- ΔE to the lowest compared entry with this formula, charge and spin: 24.1 kcal/mol
- E_tot: -184585.6715 eV
- Maximum force: 1.6 eV/A
- HOMO level (spin up / spin down): -12.625 / -12.635 eV